Entry 1:
Formula: C36H59N2O21P2S
Source: the Open Molecules 2025 dataset
Level of theory: wB97M-V/def2-TZVPD

Structure (XYZ):
```
121
Properties=species:S:1:pos:R:3
C -0.3480 -2.1448 -3.0533
C -0.6062 -1.6274 -4.1042
C -0.6256 -1.0406 -5.4627
C -0.3170 0.4787 -5.5347
C 0.4839 1.0164 -4.3370
C 1.4144 2.1276 -4.8672
O 1.0397 3.2680 -4.7501
N 2.6402 1.8547 -5.5073
C 2.6267 2.2981 -6.9363
C 3.0541 0.4509 -5.4041
O -1.4685 1.2854 -5.7069
C -2.0764 1.0463 -6.9754
P -3.5822 2.1085 -7.1988
C -3.2636 3.5039 -8.3601
C -4.2388 2.6975 -5.5758
C -2.3664 -0.4840 -7.2059
P -4.1638 -0.9322 -7.6010
S -4.0427 -2.8067 -8.1855
N -2.0135 -1.3121 -6.0296
O -2.9206 -1.1302 -4.9693
H -0.0622 -2.6398 -2.1476
H 0.0833 -1.5485 -6.1278
H 0.2847 0.6356 -6.4521
H 1.0729 0.2644 -3.8282
H -0.2347 1.4929 -3.6680
H 3.5039 2.9232 -7.1148
H 1.7036 2.8619 -7.0954
H 2.6741 1.4029 -7.5683
H 2.3467 -0.1983 -5.9519
H 3.0531 0.1297 -4.3558
H 4.0671 0.2844 -5.7759
H -1.3436 1.3357 -7.7528
H -2.3717 4.0815 -8.0881
H -3.1626 3.1350 -9.3859
H -4.1456 4.1534 -8.3665
H -4.7846 1.9251 -5.0330
H -3.4513 3.1728 -4.9822
H -4.9678 3.4814 -5.8232
H -1.8016 -0.8714 -8.0615
H -4.9582 -0.8875 -6.4409
H -4.6906 -0.1612 -8.6431
H -2.0625 -2.3079 -6.2985
H -3.3791 -1.9760 -4.8385
C -3.5281 -0.0403 -2.1412
C -3.7090 -0.5676 -0.7397
C -3.5705 0.4772 0.3399
O -3.0753 -0.2919 1.4429
C -2.4196 -1.3608 0.9305
O -1.7287 -2.0977 1.5536
O -2.6545 -1.4788 -0.4025
H -4.1902 0.8045 -2.3361
H -2.4943 0.2679 -2.3078
H -3.7468 -0.8232 -2.8631
H -4.6591 -1.1030 -0.6510
H -4.5180 0.9488 0.5928
H -2.8374 1.2508 0.0974
C -2.0473 -4.8639 2.5445
C -1.6507 -6.3102 2.3770
C -1.2239 -6.6758 0.9794
O -1.5771 -8.0606 0.9024
C -2.5998 -8.2682 1.7755
O -3.2513 -9.2585 1.8230
O -2.7746 -7.1875 2.5770
H -1.2658 -4.1986 2.1927
H -2.9709 -4.6483 2.0052
H -2.2368 -4.6449 3.5963
H -0.8818 -6.5738 3.1049
H -0.1554 -6.5427 0.8210
H -1.7727 -6.1303 0.2052
C 0.1829 -3.7863 8.2606
C -0.0864 -4.1375 6.8176
C -0.7627 -5.4702 6.6102
O -0.2756 -5.8562 5.3162
C 0.9241 -5.2502 5.1361
O 1.6759 -5.5046 4.2503
O 1.1443 -4.3187 6.0909
H -0.7237 -3.8523 8.8626
H 0.9424 -4.4432 8.6884
H 0.5676 -2.7731 8.3322
H -0.6474 -3.3346 6.3311
H -1.8480 -5.3914 6.6053
H -0.4633 -6.2290 7.3369
C 3.0398 1.6533 5.3831
C 2.6234 0.6039 6.3881
C 1.9762 -0.6156 5.7837
O 1.1040 -1.0555 6.8333
C 0.7938 0.0358 7.5822
O -0.0531 0.0557 8.4146
O 1.5763 1.0900 7.2480
H 3.6709 1.2241 4.6047
H 2.1630 2.1135 4.9228
H 3.5899 2.4428 5.8691
H 3.4735 0.3258 7.0177
H 2.6965 -1.3928 5.5356
H 1.3731 -0.3919 4.8997
C 2.5017 7.3730 6.8803
C 3.8044 6.7003 6.5176
C 4.4638 7.2486 5.2766
O 5.1764 6.1080 4.7805
C 4.5272 5.0033 5.2198
O 4.7420 3.8961 4.8410
O 3.5965 5.3257 6.1497
H 2.6263 8.4538 6.9504
H 1.7310 7.1477 6.1421
H 2.1385 7.0059 7.8400
H 4.4897 6.7202 7.3692
H 5.1498 8.0651 5.4912
H 3.7481 7.5726 4.5168
C 3.5311 2.4962 0.9113
C 2.8100 1.4953 0.0402
C 2.8888 1.7873 -1.4385
O 1.6611 1.2166 -1.9258
C 0.7744 1.2302 -0.8941
O -0.3885 1.0023 -1.0141
O 1.3868 1.5344 0.2670
H 4.5665 2.6174 0.5926
H 3.0313 3.4650 0.8828
H 3.5280 2.1683 1.9506
H 3.1572 0.4822 0.2615
H 3.7471 1.3170 -1.9149
H 2.8932 2.8551 -1.6694
```

Spin multiplicity ... 1
Charge ... +1
Lowest unoccupied orbital energy ... -2.89 eV
E_HOMO ... -11.32 eV

Mulliken population analysis, charges in e, atoms 1 to 99:
1. C 0.742
2. C -2.167
3. C 0.481
4. C -0.238
5. C -0.362
6. C -0.205
7. O -0.585
8. N 0.100
9. C -0.940
10. C -0.740
11. O -0.340
12. C -0.011
13. P 0.103
14. C -1.111
15. C -1.066
16. C -0.521
17. P 0.185
18. S -0.355
19. N -0.340
20. O -0.121
21. H 0.641
22. H 0.578
23. H 0.450
24. H 0.597
25. H 0.185
26. H 0.318
27. H 0.343
28. H 0.320
29. H 0.252
30. H 0.111
31. H 0.422
32. H 0.356
33. H 0.353
34. H 0.331
35. H 0.397
36. H 0.250
37. H 0.305
38. H 0.470
39. H 0.569
40. H 0.099
41. H 0.175
42. H 0.661
43. H 0.363
44. C -0.648
45. C 0.379
46. C -0.445
47. O -0.339
48. C 0.508
49. O -0.470
50. O -0.305
51. H 0.448
52. H -0.121
53. H 0.070
54. H 0.400
55. H 0.390
56. H 0.206
57. C -1.592
58. C 0.922
59. C -0.430
60. O -0.364
61. C 0.593
62. O -0.533
63. O -0.401
64. H 0.439
65. H 0.429
66. H 0.273
67. H 0.072
68. H 0.358
69. H 0.239
70. C -1.374
71. C 0.711
72. C -0.477
73. O -0.312
74. C 0.637
75. O -0.564
76. O -0.342
77. H 0.375
78. H 0.357
79. H 0.182
80. H 0.200
81. H 0.347
82. H 0.293
83. C -1.377
84. C 0.552
85. C -0.594
86. O -0.162
87. C 0.503
88. O -0.541
89. O -0.375
90. H 0.326
91. H 0.382
92. H 0.296
93. H 0.265
94. H 0.395
95. H 0.304
96. C -1.429
97. C 0.477
98. C -0.534
99. O -0.360

***

Entry 2:
Formula: C13H21N4O4S2
Source: the Open Molecules 2025 dataset
Level of theory: wB97M-V/def2-TZVPD

Structure (XYZ):
```
44
Properties=species:S:1:pos:R:3
C -0.6662 5.9434 -2.7260
O -0.8898 4.6158 -2.2294
C -0.7260 4.5866 -0.8857
O -0.3543 5.5323 -0.2090
N -1.0455 3.2783 -0.4520
N -0.9588 3.2060 0.8400
C -0.8733 2.0426 1.3931
C -0.8165 2.0461 2.8771
C -0.8510 0.8156 0.5061
S 0.9641 0.5186 0.2196
C 1.0000 -0.8844 -0.8194
S 0.2915 -0.8918 -2.3171
N 1.7559 -1.9257 -0.3256
C 2.0682 -2.9987 -1.2824
C 2.5753 -4.2055 -0.5136
O 3.6792 -3.8612 0.3284
C 3.3294 -2.8682 1.2929
C 2.8078 -1.5943 0.6513
C -1.4232 -0.4604 1.1139
O -1.0926 -0.8498 2.2391
N -2.3054 -1.1588 0.3607
C -2.6939 -2.4774 0.8142
C -2.7896 -0.7354 -0.9470
H -0.7916 5.8733 -3.8025
H -1.3983 6.6389 -2.2987
H 0.3431 6.2926 -2.4772
H -0.9867 1.0393 3.2683
H 0.1624 2.4061 3.2290
H -1.5589 2.7710 3.2574
H -1.2286 1.0793 -0.4837
H 2.8413 -2.6759 -2.0059
H 1.1538 -3.2473 -1.8323
H 1.7423 -4.6265 0.0795
H 2.9869 -4.9597 -1.2000
H 4.2638 -2.6749 1.8368
H 2.5618 -3.2492 1.9894
H 3.6549 -1.0726 0.1618
H 2.3746 -0.9327 1.4132
H -2.5806 -2.5308 1.8982
H -3.7340 -2.6531 0.5223
H -2.0517 -3.2409 0.3486
H -3.1773 0.2936 -0.9090
H -1.9724 -0.7799 -1.6893
H -3.5900 -1.4242 -1.2353
```

Energy relative to the best compared isomer or geometry (same formula, charge and spin) ... 0.00 kcal/mol
Spin multiplicity ... 1
Charge ... -1
Lowest unoccupied orbital energy ... 2.59 eV
E_HOMO ... -3.24 eV

Okay, here come the Mulliken numbers, in e, for every atom:
1. C -0.657
2. O -0.320
3. C 0.486
4. O -0.642
5. N -0.391
6. N -0.401
7. C -0.487
8. C -1.289
9. C 1.194
10. S -0.371
11. C 0.492
12. S -0.392
13. N 0.202
14. C -0.643
15. C -0.656
16. O -0.364
17. C -0.739
18. C -0.447
19. C -0.185
20. O -0.752
21. N 0.220
22. C -1.046
23. C -0.680
24. H 0.205
25. H 0.261
26. H 0.267
27. H 0.323
28. H 0.174
29. H 0.359
30. H 0.904
31. H 0.309
32. H 0.437
33. H 0.316
34. H 0.325
35. H 0.327
36. H 0.320
37. H 0.272
38. H 0.430
39. H 0.316
40. H 0.353
41. H 0.282
42. H 0.306
43. H 0.093
44. H 0.293

***

Entry 3:
Formula: C4H7BrO
Source: the Open Molecules 2025 dataset
Level of theory: wB97M-V/def2-TZVPD

Structure (XYZ):
```
13
Properties=species:S:1:pos:R:3
C -1.7552 1.1839 0.5624
C -0.2699 0.2359 1.5635
C 0.9631 -0.8246 -0.4381
C 0.9655 0.1986 0.6899
O -1.0430 1.4279 1.6736
Br -1.1841 -1.4730 2.2928
H -1.1697 1.3166 -0.4407
H -2.7105 0.5765 0.6854
H 0.8284 -0.2508 -1.3423
H 0.1991 -1.5931 -0.2175
H 1.9155 -1.3335 -0.5729
H 0.7906 1.1695 0.1766
H 1.8119 0.2582 1.3147
```

Energy relative to the best compared isomer or geometry (same formula, charge and spin) ... 101.90 kcal/mol
Spin multiplicity ... 1
Charge ... 0
Lowest unoccupied orbital energy (alpha / beta) ... 0.35 / 0.35 eV
E_HOMO (alpha / beta) ... -8.34 / -8.19 eV

Okay, here come the Mulliken numbers, in e, for every atom:
1. C -0.424
2. C 0.104
3. C -0.856
4. C -0.389
5. O -0.281
6. Br -0.190
7. H 0.265
8. H 0.311
9. H 0.277
10. H 0.275
11. H 0.309
12. H 0.218
13. H 0.381

***

Entry 4:
Formula: FH5N3P
Source: the Open Molecules 2025 dataset
Level of theory: wB97M-V/def2-TZVPD

Structure (XYZ):
```
10
Properties=species:S:1:pos:R:3
N 1.6612 0.0448 -1.0622
N -0.2833 1.6099 -0.1770
N -0.4041 -1.3191 1.5893
F -1.0097 -0.3954 -1.2933
P 0.2781 0.1004 -0.4279
H 1.7469 -0.5394 -1.8848
H -1.1892 1.8357 0.1746
H 0.2250 2.3032 0.2824
H 0.3120 -1.9919 1.4000
H -1.3368 -1.6483 1.3990
```

Energy relative to the best compared isomer or geometry (same formula, charge and spin) ... 67.45 kcal/mol
Spin multiplicity ... 1
Charge ... 0
Lowest unoccupied orbital energy (alpha / beta) ... -0.50 / -0.50 eV
E_HOMO (alpha / beta) ... -9.07 / -9.06 eV

Okay, here come the Mulliken numbers, in e, for every atom:
1. N -0.600
2. N -0.436
3. N -0.657
4. F -0.286
5. P 0.751
6. H 0.269
7. H 0.256
8. H 0.257
9. H 0.228
10. H 0.217